Record 1
{
  "formula": "C19H43OP3PdSSe",
  "method": "wB97M-V/def2-TZVPD",
  "elements": ["Pd", "P", "P", "P", "H", "C", "C", "H", "C", "C", "C", "C", "C", "C", "C", "C", "C", "H", "H", "H", "H", "H", "H", "H", "H", "H", "H", "H", "H", "H", "H", "H", "H", "H", "H", "H", "H", "H", "H", "H", "H", "H", "H", "H", "H", "H", "C", "C", "C", "C", "C", "C", "Se", "H", "H", "H", "H", "H", "H", "C", "S", "C", "O", "H", "H", "H", "H", "H", "H"],
  "xyz": [[-0.833, 0.715, -0.446], [-1.100, 1.368, -2.563], [0.105, 2.907, 0.160], [-2.611, 0.716, 0.960], [0.328, -6.770, 0.808], [-0.682, -6.769, 0.359], [-1.037, -6.006, -0.688], [-0.318, -5.316, -1.150], [0.422, 1.285, -3.523], [-1.839, 2.992, -2.885], [-2.297, 0.166, -3.146], [1.063, 3.031, 1.706], [1.267, 3.700, -1.003], [-1.208, 4.180, 0.376], [-3.184, -0.983, 1.013], [-3.995, 1.717, 0.351], [-2.328, 1.239, 2.664], [-1.351, -7.535, 0.768], [-2.013, -6.131, -1.173], [0.791, 0.251, -3.507], [1.186, 1.960, -3.102], [0.165, 1.593, -4.544], [-1.136, 3.817, -2.707], [-2.748, 3.131, -2.287], [-2.101, 2.966, -3.954], [-1.795, -0.805, -3.254], [-2.656, 0.521, -4.117], [-3.125, 0.079, -2.439], [1.307, 4.080, 1.933], [1.993, 2.458, 1.588], [0.480, 2.607, 2.531], [1.753, 4.566, -0.505], [0.772, 4.065, -1.917], [2.061, 2.979, -1.267], [-0.763, 5.126, 0.729], [-1.950, 3.855, 1.115], [-1.720, 4.373, -0.572], [-4.060, -1.037, 1.667], [-2.387, -1.624, 1.395], [-3.463, -1.304, -0.002], [-4.872, 1.447, 0.950], [-4.200, 1.510, -0.708], [-3.787, 2.787, 0.479], [-3.270, 1.099, 3.212], [-2.038, 2.297, 2.719], [-1.547, 0.621, 3.121], [0.959, -1.852, 2.299], [0.551, -2.779, 1.325], [0.020, -3.991, 1.739], [-0.264, -4.219, 3.089], [0.004, -3.227, 4.041], [0.555, -2.015, 3.638], [2.264, -0.504, 1.972], [3.328, -1.514, 1.920], [0.731, -2.570, 0.263], [-0.174, -4.768, 0.992], [-0.720, -5.164, 3.400], [-0.206, -3.401, 5.108], [0.768, -1.200, 4.334], [5.045, 0.268, -2.655], [4.075, -0.080, -1.173], [5.444, -0.676, -0.145], [3.581, 1.216, -0.593], [5.615, -0.636, -2.900], [5.698, 1.121, -2.491], [4.326, 0.446, -3.461], [6.058, 0.184, 0.152], [5.038, -1.172, 0.738], [6.026, -1.393, -0.738]],
  "atomic_forces_ev_per_a": [[1.65, 0.61, 1.15], [-0.73, 0.51, -0.38], [0.14, 1.14, 0.47], [-0.91, 0.42, 0.00], [-0.60, 0.17, -0.37], [0.48, -1.34, 1.01], [-0.17, 0.45, -1.03], [-0.36, -0.30, 0.14], [0.11, -0.08, -0.03], [0.11, -0.14, -0.13], [0.22, -0.13, -0.62], [-0.03, -0.40, 0.12], [0.38, 0.04, -0.26], [0.01, -0.12, -0.02], [-0.20, -0.20, -0.11], [0.06, -0.03, -0.04], [0.10, 0.01, 0.13], [0.12, 0.38, -0.19], [0.39, 0.18, 0.28], [-0.05, 0.24, -0.19], [-0.39, -0.23, -0.26], [0.30, -0.12, 0.00], [-0.29, -0.27, -0.11], [0.19, -0.03, -0.22], [-0.05, 0.24, 0.23], [-0.28, 0.17, -0.07], [-0.21, -0.35, -0.03], [0.06, 0.06, -0.20], [-0.13, -0.29, -0.13], [-0.23, 0.21, 0.12], [0.22, 0.11, -0.03], [-0.37, -0.45, -0.22], [0.24, -0.16, 0.34], [-0.33, 0.41, 0.05], [-0.05, -0.38, -0.13], [0.22, 0.13, -0.15], [0.10, -0.03, 0.25], [0.04, -0.16, -0.05], [-0.13, -0.05, 0.01], [0.03, 0.02, 0.33], [0.00, 0.14, -0.13], [0.01, 0.02, 0.33], [-0.09, -0.28, -0.04], [0.19, 0.06, 0.00], [-0.11, -0.31, 0.00], [-0.17, 0.14, -0.01], [-0.66, -0.82, -0.74], [0.43, 0.90, -0.16], [-0.11, 0.31, -0.90], [-0.24, -0.07, 1.22], [-0.10, -0.05, 0.60], [0.09, -0.46, 0.44], [-0.06, 0.19, -0.16], [-0.01, 0.03, 0.02], [0.17, -0.26, 0.49], [0.28, 0.20, 0.39], [0.16, 0.34, -0.07], [-0.01, 0.09, -0.67], [-0.11, -0.40, 0.05], [-0.89, -0.27, -0.99], [2.09, 0.95, 0.29], [-0.18, -0.51, 0.64], [-0.08, -0.78, -0.41], [-0.15, 0.09, 0.18], [-0.05, 0.09, 0.26], [0.26, 0.17, 0.02], [-0.23, -0.03, -0.23], [0.15, 0.08, -0.13], [-0.26, 0.19, 0.06]],
  "gap_ev": [7.517, 3.628],
  "charge": 4,
  "e_lumo_ev": [-11.03, -15.30],
  "multiplicity": 5,
  "s_squared": 6.024,
  "e_above_lowest_kj_mol": 24.1
}

=====

Record 2
{
  "formula": "C9H10ClMoN5O2",
  "method": "wB97M-V/def2-TZVPD",
  "elements": ["Cl", "C", "C", "C", "H", "C", "C", "H", "H", "H", "C", "Mo", "C", "C", "O", "O", "H", "H", "H", "N", "N", "N", "C", "N", "N", "H", "H", "H"],
  "xyz": [[1.602, 1.813, 1.344], [-2.034, 2.258, 0.393], [-2.543, 1.182, -0.424], [-1.637, 1.011, -1.538], [-3.487, 0.671, -0.279], [-0.544, 1.949, -1.387], [-0.824, 2.728, -0.206], [-0.232, 3.575, 0.117], [-2.517, 2.678, 1.269], [-1.746, 0.325, -2.373], [0.645, 2.078, -2.277], [-0.591, 0.568, 0.343], [-1.696, -1.351, 0.470], [-0.423, 0.140, 2.492], [-2.384, -2.284, 0.504], [-0.340, -0.178, 3.594], [0.882, 1.113, -2.740], [1.517, 2.398, -1.697], [0.474, 2.806, -3.079], [1.756, -4.159, 1.367], [1.762, -2.838, 0.976], [2.613, -2.428, -0.009], [1.999, -1.329, -0.447], [0.792, -1.138, 0.143], [0.606, -2.141, 1.001], [1.226, -4.267, 2.224], [2.705, -4.502, 1.414], [2.419, -0.678, -1.195]],
  "atomic_forces_ev_per_a": [[-2.04, -1.19, -1.03], [-0.43, 0.41, -0.98], [0.00, 1.34, -0.50], [0.16, 0.97, -0.17], [0.13, -0.04, 0.07], [-1.32, 0.10, -0.61], [-0.94, 0.44, -0.48], [0.04, -0.27, 0.22], [0.13, -0.17, -0.04], [0.01, -0.04, 0.23], [0.42, -0.22, 0.07], [4.34, -2.29, 3.17], [-4.02, -3.61, -0.05], [0.11, -1.11, 4.44], [3.22, 4.09, -0.15], [-0.24, 1.29, -4.04], [-0.09, 0.21, -0.06], [-0.15, 0.06, -0.13], [-0.10, -0.10, 0.19], [0.03, 0.58, 0.15], [-1.94, 0.56, -2.67], [-1.43, 0.80, 1.46], [0.21, -0.57, 0.27], [1.22, -0.52, -0.02], [2.33, -0.66, 0.40], [0.12, -0.03, 0.12], [0.22, -0.05, 0.12], [0.03, 0.00, 0.00]],
  "gap_ev": [7.818, 6.683],
  "charge": 2,
  "e_lumo_ev": [-9.29, -10.41],
  "multiplicity": 3,
  "s_squared": 2.023
}

=====

Record 3
{
  "formula": "C4H7NO2",
  "method": "wB97M-V/def2-TZVPD",
  "elements": ["C", "C", "C", "N", "C", "O", "O", "H", "H", "H", "H", "H", "H", "H"],
  "xyz": [[-1.672, -0.931, -0.075], [-0.358, -0.267, -0.403], [-0.008, 1.107, 0.172], [1.433, 0.976, 0.157], [1.817, -0.334, 0.264], [2.920, -0.778, 0.445], [0.693, -1.097, 0.131], [-1.864, -0.917, 1.002], [-1.594, -1.972, -0.403], [-2.507, -0.465, -0.609], [-0.225, -0.207, -1.492], [-0.389, 1.226, 1.196], [-0.353, 1.948, -0.433], [2.107, 1.712, 0.049]],
  "atomic_forces_ev_per_a": [[0.00, 0.02, 0.04], [-0.14, 0.09, -0.07], [-0.16, 0.03, 0.00], [0.18, 0.00, -0.01], [0.34, 0.03, -0.04], [-0.40, 0.12, -0.09], [0.22, -0.05, -0.08], [0.00, 0.01, -0.15], [-0.14, 0.14, 0.08], [0.15, 0.01, 0.13], [0.03, -0.14, 0.08], [0.00, -0.02, -0.11], [0.00, -0.21, -0.02], [-0.07, -0.04, 0.23]],
  "gap_ev": 10.764,
  "e_lumo_ev": 0.81,
  "multiplicity": 1,
  "e_above_lowest_kj_mol": 12.9,
  "smiles": "C[C@H]1CNC(=O)O1"
}

=====

Record 4
{
  "formula": "C2H12N5",
  "method": "wB97M-V/def2-TZVPD",
  "elements": ["C", "C", "N", "N", "N", "N", "N", "H", "H", "H", "H", "H", "H", "H", "H", "H", "H", "H", "H"],
  "xyz": [[1.894, -0.256, -0.410], [1.262, -1.565, -0.688], [-1.256, 0.353, -0.547], [-0.086, 1.074, 1.155], [-2.042, 2.102, 0.599], [-0.018, -1.737, 0.078], [-1.139, 1.135, 0.470], [2.037, -0.101, 0.710], [2.757, -0.186, -1.012], [1.182, 0.535, -0.613], [0.973, -1.646, -1.781], [1.974, -2.421, -0.532], [-0.605, -0.513, -0.388], [-2.157, 0.169, -0.778], [0.097, -1.495, 1.074], [-0.032, 1.886, 1.842], [-2.748, 2.301, -0.215], [-1.756, 3.049, 0.958], [-0.336, -2.683, 0.080]],
  "atomic_forces_ev_per_a": [[-0.93, 0.55, 2.17], [-0.36, -2.29, -1.05], [2.39, 0.16, -0.17], [-0.88, 1.11, 1.38], [-3.34, 3.17, -1.00], [1.52, 0.38, 0.86], [2.08, 2.35, 0.53], [0.59, -0.48, -1.49], [1.15, 0.47, -0.31], [0.34, 0.27, -0.67], [0.29, 0.18, 1.11], [-0.66, 0.77, 0.14], [-0.80, -0.98, -0.12], [-3.34, -0.56, -1.04], [0.35, -0.21, -0.55], [-0.34, -1.23, -1.09], [2.06, -1.21, 1.76], [0.25, -1.80, -0.09], [-0.36, -0.62, -0.38]],
  "gap_ev": 9.410,
  "charge": 1,
  "e_lumo_ev": -4.46,
  "multiplicity": 1,
  "e_above_lowest_kj_mol": 526.1
}